# C102H141N18O18

A 18-piece molecular cluster, C102H141N18O18 overall at a distorted geometry (ωB97M-V/def2-TZVPD, OMol25).

```
279
Properties=species:S:1:pos:R:3
C -2.54885 -19.75498 4.84734
N -1.68410 -19.18503 3.76835
C -0.40308 -19.06454 4.06746
C 0.44808 -18.40021 3.12732
C -0.04585 -18.11179 1.84584
C -1.42538 -18.34946 1.52876
C -2.24546 -18.79119 2.54639
C 0.87637 -17.70827 0.78428
C 0.84677 -18.30507 -0.48535
C 1.86579 -17.98881 -1.41765
N 2.77502 -16.99674 -1.12078
C 2.85208 -16.41090 0.09512
C 1.91452 -16.74565 1.08886
C 3.88527 -16.76385 -2.07876
H -3.36051 -20.31201 4.37934
H -2.93852 -18.93950 5.45664
H -1.97654 -20.40930 5.50493
H -0.11167 -19.39643 5.05302
H 1.49641 -18.36967 3.38513
H -1.81492 -18.14022 0.54342
H -3.29653 -19.01318 2.43519
H 0.11668 -19.06848 -0.71025
H 1.85661 -18.43361 -2.40176
H 3.68002 -15.73775 0.26178
H 1.67899 -16.15557 1.96220
H 3.99372 -15.68534 -2.19344
H 3.64912 -17.30432 -2.99540
H 4.77236 -17.25544 -1.67938
C -2.39254 -14.74571 5.58605
N -1.99215 -14.82494 4.17155
C -2.94178 -15.30612 3.29713
C -2.68497 -15.19767 1.91842
C -1.39536 -14.87359 1.41674
C -0.41922 -14.63991 2.39539
C -0.73015 -14.59217 3.75299
C -1.13425 -14.74525 -0.01148
C -0.46609 -13.67686 -0.53166
C -0.30950 -13.51519 -1.90771
N -0.99077 -14.39363 -2.76292
C -1.62891 -15.51357 -2.29517
C -1.68114 -15.66366 -0.90293
C -0.97436 -14.13526 -4.20136
H -1.68581 -14.31083 6.29280
H -2.76642 -15.71382 5.91935
H -3.26533 -14.09554 5.52591
H -3.89529 -15.64760 3.67211
H -3.50583 -15.45782 1.26656
H 0.47146 -14.11989 2.07495
H -0.09985 -14.24294 4.55745
H 0.05973 -13.03457 0.15927
H 0.15951 -12.68477 -2.41451
H -2.15996 -16.13807 -2.99830
H -2.26048 -16.50279 -0.54707
H -1.80889 -13.44881 -4.34433
H -1.15942 -15.07546 -4.72085
H -0.07618 -13.57700 -4.46542
C 4.58829 -25.26916 -11.77614
N 3.46033 -25.90486 -11.11514
C 2.28336 -25.30453 -10.97129
C 1.27199 -26.03947 -10.35862
C 1.40513 -27.30265 -9.92658
C 2.63905 -27.90080 -10.20529
C 3.64964 -27.22851 -10.89522
C 0.35796 -28.06027 -9.25656
C -0.14477 -29.26450 -9.80616
C -1.06416 -30.02938 -9.10336
N -1.53446 -29.68004 -7.90904
C -1.23363 -28.42560 -7.44011
C -0.24704 -27.61564 -8.05269
C -2.32882 -30.68023 -7.18320
H 4.48623 -25.24331 -12.86105
H 5.47778 -25.76374 -11.38590
H 4.56312 -24.28333 -11.31181
H 2.29590 -24.26827 -11.27527
H 0.37939 -25.47159 -10.14143
H 2.69354 -28.95563 -9.98000
H 4.52599 -27.75642 -11.24124
H 0.31060 -29.69752 -10.68453
H -1.26844 -31.02137 -9.47835
H -1.84139 -28.12640 -6.59898
H -0.03901 -26.64093 -7.63669
H -3.21144 -30.74910 -7.81907
H -2.51647 -30.42398 -6.14049
H -1.76502 -31.60052 -7.33582
C -7.96857 -21.54144 -10.51312
N -6.90328 -22.47069 -11.02242
C -6.29276 -23.25212 -10.13559
C -5.12686 -23.90967 -10.52809
C -4.74405 -23.95997 -11.88465
C -5.46948 -23.18862 -12.81291
C -6.55036 -22.43852 -12.38108
C -3.58591 -24.80248 -12.29786
C -2.99469 -24.62162 -13.60317
C -1.92276 -25.40985 -13.97484
N -1.39509 -26.37161 -13.13312
C -1.88962 -26.62760 -11.92470
C -3.04801 -25.83093 -11.50225
C -0.30179 -27.20510 -13.73874
H -7.36229 -20.79898 -9.99420
H -8.59946 -22.07383 -9.80132
H -8.54501 -21.04707 -11.29504
H -6.58534 -23.19443 -9.09757
H -4.61404 -24.50060 -9.78362
H -5.14733 -23.30127 -13.83756
H -6.99253 -21.74512 -13.08114
H -3.53408 -23.98318 -14.28718
H -1.41507 -25.34218 -14.92566
H -1.45474 -27.38111 -11.28477
H -3.58860 -26.14139 -10.62034
H 0.37824 -26.63478 -14.37151
H -0.81356 -28.02820 -14.23742
H 0.36478 -27.66000 -13.00604
C -0.90041 -19.08028 -3.92981
N -0.82760 -19.50337 -5.31593
C -0.35475 -20.78185 -5.66274
C -0.40147 -21.21108 -7.01922
C -0.89049 -20.29310 -7.96758
C -1.37934 -19.03407 -7.56673
C -1.28243 -18.62954 -6.22855
C -0.79503 -20.60998 -9.38646
C 0.31590 -21.22483 -9.93935
C 0.32105 -21.71805 -11.28405
N -0.84086 -21.62766 -12.04729
C -1.91804 -20.92743 -11.59239
C -1.90292 -20.42771 -10.25813
C -0.92114 -22.10870 -13.48642
H -0.51724 -19.89364 -3.31360
H -1.95057 -18.96127 -3.66317
H -0.28842 -18.23672 -3.61043
H -0.01807 -21.37419 -4.82478
H -0.11835 -22.22784 -7.24819
H -1.82666 -18.45853 -8.36363
H -1.66651 -17.70782 -5.81705
H 1.20495 -21.39855 -9.35129
H 1.20939 -22.16045 -11.71012
H -2.67325 -20.80113 -12.35403
H -2.77554 -19.85821 -9.97421
H -0.79947 -23.19131 -13.45112
H -0.19077 -21.57747 -14.09670
H -1.88715 -21.76029 -13.85188
C 3.07792 -19.58284 -5.63985
C 3.84226 -18.55434 -6.42896
N 3.51329 -18.71237 -7.83302
C 2.56290 -18.03895 -8.56841
C 2.47771 -18.67388 -9.81513
N 3.52865 -19.55284 -9.91300
C 4.11820 -19.66359 -8.66633
C 3.87774 -20.10706 -11.21192
H 2.02651 -19.60462 -5.92647
H 3.00759 -19.31012 -4.58686
H 3.41993 -20.61499 -5.71597
H 4.90688 -18.45952 -6.21523
H 3.44047 -17.57619 -6.16460
H 1.96865 -17.20674 -8.22100
H 1.83121 -18.75329 -10.67660
H 4.98210 -20.28044 -8.46743
H 3.32084 -21.04106 -11.28679
H 4.93226 -20.36101 -11.31960
H 3.51673 -19.39297 -11.95208
C -3.53513 -16.78035 -14.48202
C -2.12505 -16.96616 -14.75366
N -1.87701 -17.65430 -16.04103
C -1.98104 -17.13868 -17.25582
C -1.75749 -18.03086 -18.25910
N -1.38184 -19.14546 -17.57055
C -1.55063 -18.92785 -16.21114
C -1.15243 -20.48918 -18.23356
H -3.78554 -16.74404 -13.42179
H -4.10844 -17.65145 -14.79921
H -4.03266 -15.99085 -15.04528
H -1.69074 -17.62149 -13.99867
H -1.62100 -16.00098 -14.70407
H -2.46581 -16.17554 -17.31708
H -1.97194 -18.05603 -19.31729
H -1.36188 -19.54429 -15.34468
H -1.22137 -21.30842 -17.51788
H -0.22004 -20.53748 -18.79607
H -1.96035 -20.64660 -18.94811
C -3.70624 -17.33661 -10.50165
C -4.00979 -16.65239 -9.12922
N -5.33688 -16.05589 -9.26927
C -6.53642 -16.71608 -9.23821
C -7.48349 -15.78117 -9.77458
N -6.84171 -14.56618 -10.05700
C -5.54034 -14.72727 -9.65506
C -7.37474 -13.40574 -10.61790
H -2.69157 -17.72828 -10.42994
H -3.86670 -16.61261 -11.30050
H -4.43281 -18.11010 -10.75047
H -3.29487 -15.89887 -8.79879
H -4.09291 -17.31827 -8.27028
H -6.66333 -17.77909 -9.09569
H -8.53390 -15.95525 -9.95550
H -4.77129 -13.97352 -9.73764
H -7.03944 -12.55729 -10.02140
H -8.45356 -13.37885 -10.46452
H -7.12223 -13.41749 -11.67818
C -0.04854 -24.92316 -4.43760
C 1.08981 -25.70268 -5.21606
N 2.38549 -25.72303 -4.50584
C 3.27155 -26.76128 -4.38861
C 4.29174 -26.40260 -3.50165
N 4.08797 -25.05499 -3.20039
C 2.95113 -24.62764 -3.85176
C 4.95181 -24.22394 -2.43242
H -1.04959 -25.28186 -4.67706
H -0.11841 -23.89288 -4.78653
H 0.03768 -24.99432 -3.35335
H 1.34330 -25.34685 -6.21467
H 0.82950 -26.75436 -5.33573
H 2.93927 -27.72966 -4.73246
H 5.11170 -26.99984 -3.13101
H 2.45385 -23.68201 -3.69395
H 5.42626 -24.76913 -1.61648
H 4.42469 -23.35648 -2.03525
H 5.71035 -23.94675 -3.16446
C 2.93505 -15.02578 -5.41101
C 1.67338 -15.91337 -5.30677
O 1.43749 -16.54566 -4.24733
O 0.98804 -15.95683 -6.35591
H 3.25656 -14.95028 -4.37224
H 2.72122 -14.00696 -5.73410
H 3.75572 -15.49217 -5.95605
C -3.31931 -23.97470 -6.64867
C -3.48514 -25.53026 -6.72481
O -3.93542 -26.07677 -5.67760
O -3.37144 -26.14355 -7.83983
H -4.02595 -23.45129 -6.00461
H -3.22895 -23.54663 -7.64701
H -2.31930 -23.82325 -6.24230
C 3.61860 -23.06082 -6.95593
C 2.84233 -23.34318 -8.24302
O 1.73021 -23.91736 -8.15202
O 3.30207 -23.03127 -9.33472
H 2.93759 -22.77875 -6.15296
H 4.30528 -22.24151 -7.16878
H 4.16522 -23.91490 -6.55612
C 2.17009 -24.05228 -15.95380
C 1.94534 -23.61238 -14.50684
O 1.39833 -24.36196 -13.76861
O 2.26540 -22.48823 -14.07541
H 1.24882 -24.55066 -16.25544
H 2.97212 -24.77674 -16.09529
H 2.32713 -23.17084 -16.57549
C -5.59323 -21.61543 -16.12895
C -4.17337 -21.43331 -15.76955
O -3.35583 -22.11890 -16.41869
O -3.85360 -20.74380 -14.82889
H -5.97731 -22.62491 -15.98226
H -5.79764 -21.40206 -17.17814
H -6.25650 -20.98272 -15.53916
C -4.37056 -13.59300 -5.83835
C -4.09661 -15.00552 -5.28728
O -3.66744 -15.89966 -6.06292
O -4.20714 -15.13989 -4.05026
H -4.55692 -13.65657 -6.91042
H -3.50833 -12.93805 -5.71307
H -5.28030 -13.13536 -5.44972
C -4.54239 -20.59226 -6.38088
C -5.51811 -20.56405 -7.62579
O -6.65576 -21.13038 -7.51433
O -5.19208 -20.01350 -8.63735
H -3.57617 -20.95049 -6.73611
H -4.84132 -21.10870 -5.46872
H -4.38212 -19.55776 -6.07717
C 1.78112 -21.45968 -0.31690
C 1.81937 -21.49924 -1.91181
O 0.80460 -21.92299 -2.42375
O 2.86944 -21.17058 -2.57976
H 0.74096 -21.61208 -0.02892
H 2.23330 -20.55254 0.08400
H 2.40305 -22.27261 0.05787
C -5.13157 -18.69501 -2.33408
C -4.11224 -19.09255 -1.35699
O -3.96342 -18.38029 -0.34399
O -3.34817 -20.07077 -1.53614
H -5.03903 -17.64873 -2.62533
H -6.17599 -18.93541 -2.13537
H -4.90204 -19.18031 -3.28271
```

Values from the calculation:
* multiplicity: 2
* charge: +4
* HOMO energy (alpha / beta): -11.2 / -11.6 eV
* frontier orbital gap (alpha / beta): 3.040 / 3.436 eV
* E_tot: -6309.76127 Eh